[1]
Below is one molecule with the formula C11H15F3N2O2 in a non-equilibrium geometry, with properties calculated with wB97M-V/def2-TZVPD.

Geometry as XYZ:
```
33
Properties=species:S:1:pos:R:3:nbo_charge:R:1
O -0.82070 -0.77803 1.92712 -0.745
C -1.22061 -1.39038 0.61600 0.062
C -2.39143 -0.68603 -0.10427 0.193
F -3.38310 -0.46975 0.85710 -0.354
C -1.92702 0.52584 -0.85270 -0.150
N -1.22922 1.48672 0.08561 -0.582
C -0.11046 1.72418 -0.45755 0.701
N 0.87013 2.27048 0.28272 -0.420
C 0.94097 2.30012 1.80418 -0.177
C 2.38461 1.96543 1.71823 -0.420
C 2.33020 1.95429 0.09979 -0.192
O 0.14622 1.10486 -1.65227 -0.498
C -0.89317 0.20614 -1.89338 0.103
C -0.40618 -1.21373 -1.73904 -0.434
C -0.04331 -1.55692 -0.32332 -0.317
C 0.63395 -2.95112 -0.32205 0.585
F 1.93191 -2.82858 -0.75133 -0.352
F 0.03146 -3.76331 -1.23681 -0.348
H -1.01861 0.22145 1.78789 0.493
H -1.65972 -2.40406 0.90836 0.194
H -2.86281 -1.44417 -0.78870 0.179
H -2.85648 0.95369 -1.26848 0.213
H 0.79833 3.28387 2.23759 0.206
H 0.29038 1.49111 2.18071 0.208
H 3.17199 2.51863 2.15444 0.215
H 2.45892 0.92502 1.98725 0.207
H 2.59367 0.97594 -0.23614 0.194
H 2.98132 2.70420 -0.36274 0.197
H -1.32725 0.35437 -2.95953 0.201
H 0.45942 -1.30075 -2.32635 0.237
H -1.22395 -1.90529 -2.03805 0.223
H 0.73121 -0.86791 0.01746 0.237
H 0.61933 -3.40630 0.64830 0.141
```

DFT total energy, hartree: -987.682348
Maximum force, eV/Å: 3.2
Relative energy (zero: lowest compared OMol25 entry of this formula, charge and spin), kcal/mol: 9.60
Net charge: 0
SMILES: O[C@H]1[C@@H](F)[C@H]2N=C(N3CCC3)O[C@H]2C[C@@H]1C(F)F
HOMO, eV: -8.88

---

[2]
Below is a 2-piece molecular cluster, C4H8O2 overall in a non-equilibrium geometry, with properties calculated with wB97M-V/def2-TZVPD.

Geometry as XYZ:
```
14
Properties=species:S:1:pos:R:3:nbo_charge:R:1
C -0.62579 -2.06225 -1.83339 -0.725
C -0.08515 -1.07312 -0.81519 0.441
O 0.55862 -0.12065 -1.17628 -0.536
H 0.24675 -2.61722 -2.17430 0.245
H -1.40877 -2.69923 -1.43097 0.218
H -1.03853 -1.49863 -2.67062 0.233
H -0.13081 -1.44036 0.22169 0.127
C 0.69945 2.17371 1.20965 -0.728
C -0.12915 1.03331 1.67273 0.439
O 0.36612 0.10553 2.26153 -0.541
H 0.92474 2.00820 0.15714 0.266
H 0.19624 3.12640 1.38782 0.220
H 1.60392 2.17244 1.81605 0.234
H -1.17763 0.89187 1.37415 0.109
```

DFT total energy, hartree: -307.651040
Maximum force, eV/Å: 1.8
Relative energy (zero: lowest compared OMol25 entry of this formula, charge and spin), kcal/mol: 38.52
Net charge: 0
SMILES: CC=O.CC=O
HOMO, eV: -9.75

---

[3]
Below is C26H24Cl4N2O7Rh as an isolated structure in a non-equilibrium geometry, with properties calculated with wB97M-V/def2-TZVPD.

Geometry as XYZ:
```
64
Properties=species:S:1:pos:R:3:nbo_charge:R:1
Rh -1.11532 -0.20980 -2.14809 1.382
C -0.44042 -2.75859 0.23212 -0.251
O 0.02429 -1.46213 -0.06368 -0.559
C 1.42878 -1.40775 -0.13997 -0.080
C 1.86917 -0.00026 -0.51527 -0.083
O 1.37360 0.28883 -1.79727 -0.556
C 1.87184 1.49732 -2.31721 -0.240
H -0.12022 -3.06200 1.23979 0.155
H -0.05819 -3.49224 -0.48802 0.184
H -1.52621 -2.72914 0.17115 0.224
H 1.78558 -2.10689 -0.91206 0.188
H 1.87008 -1.68082 0.83293 0.175
H 2.97168 0.02807 -0.52279 0.173
H 1.50963 0.72780 0.22760 0.190
H 2.96512 1.44411 -2.41394 0.161
H 1.60637 2.34622 -1.67852 0.181
H 1.41265 1.62176 -3.29452 0.211
Cl 0.90623 -5.93761 -5.74297 0.009
C 0.00716 -4.83471 -4.77405 -0.114
C -1.21281 -5.23824 -4.22172 -0.116
Cl -1.81535 -6.81152 -4.56657 0.012
C -1.91643 -4.38255 -3.39273 -0.143
Cl -3.39674 -4.89235 -2.67246 0.004
C -1.46011 -3.07478 -3.10270 0.259
O -2.03063 -2.31799 -2.26691 -0.635
C -0.22961 -2.61653 -3.76341 0.337
O 0.15806 -1.42616 -3.59083 -0.672
C 0.49101 -3.56129 -4.53191 -0.172
Cl 2.01023 -3.07931 -5.18630 0.002
C 1.98452 -1.69222 4.18112 -0.632
C 1.77639 -0.33158 3.57748 -0.027
C 2.88398 0.48014 3.35371 -0.246
C 2.73753 1.72600 2.77245 -0.204
C 1.48307 2.17286 2.40602 -0.278
C 0.36153 1.36992 2.61027 0.160
N -0.90161 1.75466 2.17159 -0.662
C -1.14508 3.03084 1.66269 0.270
C -1.08744 4.14532 2.49745 -0.255
C -1.40022 5.39985 2.01280 -0.198
C -1.77625 5.56642 0.68853 -0.246
C -1.81124 4.47221 -0.15655 -0.145
C -1.50125 3.20565 0.31761 -0.215
C -1.42143 2.03639 -0.61579 0.770
O -1.78023 0.90051 -0.19402 -0.706
O -0.94095 2.21011 -1.75083 -0.673
C 0.50528 0.11711 3.23047 0.019
C -0.72275 -0.71338 3.46009 -0.664
H 3.03438 -1.97112 4.12152 0.213
H 1.39369 -2.44813 3.66891 0.216
H 1.69280 -1.69991 5.23116 0.215
H 3.86889 0.12424 3.62544 0.200
H 3.60762 2.33520 2.56534 0.207
H 1.36459 3.12893 1.91607 0.221
H -1.34581 1.04434 1.58088 0.439
H -0.79116 4.00783 3.52670 0.215
H -1.36256 6.25464 2.67369 0.206
H -2.03241 6.54884 0.31859 0.209
H -2.06003 4.58592 -1.19998 0.234
H -0.92258 -1.34301 2.59256 0.228
H -1.58529 -0.06544 3.59401 0.233
H -0.61760 -1.34227 4.34087 0.211
O -4.22805 2.27336 -3.02468 -0.595
C -3.45599 1.38929 -3.09324 0.769
N -2.74380 0.45501 -3.26263 -0.717
```

DFT total energy, hartree: -3592.719536
Maximum force, eV/Å: 3.8
Relative energy (zero: lowest compared OMol25 entry of this formula, charge and spin), kcal/mol: 62.26
Net charge: -1
HOMO (spin up / spin down), eV: -4.29 / -4.19

---

[4]
Below is a 2-piece molecular cluster, HN2O2S overall in a non-equilibrium geometry, with properties calculated with wB97M-V/def2-TZVPD.

Geometry as XYZ:
```
6
Properties=species:S:1:pos:R:3:nbo_charge:R:1
N -0.30016 -0.65117 -0.12856 -0.109
N -1.32627 -0.96141 0.01818 0.143
O 2.96299 -1.65678 -0.40231 -0.880
O 2.61445 0.79750 -0.11428 -0.636
S 2.32404 -0.47320 0.39860 1.871
H 3.40422 -2.05832 -1.17344 0.611
```

DFT total energy, hartree: -658.452764
Maximum force, eV/Å: 3.0
Relative energy (zero: lowest compared OMol25 entry of this formula, charge and spin), kcal/mol: 7.74
Net charge: +1
HOMO, eV: -19.30

---

[5]
Below is a 2-piece molecular cluster, C6H12NO3 overall in a non-equilibrium geometry, with properties calculated with wB97M-V/def2-TZVPD.

Geometry as XYZ:
```
22
Properties=species:S:1:pos:R:3:nbo_charge:R:1
C 2.03955 0.45197 -1.25635 -0.546
C 1.86095 -0.97641 -1.38074 -0.604
C 0.83838 1.27251 -1.52135 0.760
O 0.96081 2.47244 -1.24261 -0.772
O -0.22043 0.69835 -2.02156 -0.835
H 2.33968 0.73613 -0.28873 0.214
H 2.83261 0.84537 -1.90786 0.202
H 1.52429 -1.16520 -2.44099 0.217
H 1.10281 -1.34139 -0.56229 0.192
H 2.52923 -1.90882 -1.13521 0.189
C -1.80462 -0.59602 1.15912 -0.507
C -0.71807 -1.51064 1.78709 -0.645
C -1.56237 0.88078 1.20762 0.654
O -0.83098 1.17692 2.15292 -0.652
N -1.84684 1.75969 0.17280 -0.844
H -1.55392 -0.95518 -0.00437 0.238
H -2.77865 -0.85495 1.55466 0.215
H -1.27279 -2.27002 2.38820 0.206
H -0.32119 -0.91613 2.68132 0.234
H -1.21350 2.59933 -0.06899 0.450
H -2.13174 1.22435 -0.65492 0.410
H 0.22679 -1.62308 1.38224 0.226
```

DFT total energy, hartree: -516.299665
Maximum force, eV/Å: 6.4
Relative energy (zero: lowest compared OMol25 entry of this formula, charge and spin), kcal/mol: 64.27
Net charge: -1
HOMO, eV: -4.43

---

[6]
Below is a 8-piece molecular cluster, C17H34Br14O overall, with properties calculated with wB97M-V/def2-TZVPD.

Geometry as XYZ:
```
66
Properties=species:S:1:pos:R:3:nbo_charge:R:1
C 2.30087 5.48288 0.72032 -0.726
C 1.65446 4.85807 1.93048 0.593
C 1.09786 3.47190 1.74201 -0.734
O 1.58753 5.45062 2.98055 -0.538
H 2.29108 4.81120 -0.13595 0.210
H 3.34516 5.68575 0.97715 0.243
H 1.85125 6.44599 0.48859 0.243
H 0.30691 3.52217 0.98680 0.225
H 0.62095 3.11646 2.65490 0.245
H 1.86399 2.73822 1.48993 0.236
Br -4.80313 -1.26163 -1.87503 -0.031
C -4.15186 -2.40435 -3.32450 -0.430
C -2.89071 -3.07707 -2.87624 -0.450
Br -2.30654 -4.28443 -4.28608 -0.011
H -3.95417 -1.72330 -4.14479 0.228
H -4.94431 -3.10429 -3.55671 0.230
H -3.03328 -3.67280 -1.98065 0.227
H -2.08920 -2.36148 -2.72677 0.237
Br 0.19728 -4.41146 -1.38094 -0.013
C 0.07917 -4.06529 0.52742 -0.456
C 0.96521 -5.01313 1.28368 -0.438
Br 0.88332 -4.54762 3.17797 -0.014
H -0.96240 -4.15722 0.81476 0.232
H 0.39097 -3.03432 0.68005 0.226
H 2.00269 -4.89807 0.98750 0.233
H 0.63788 -6.04288 1.20143 0.226
Br 3.95905 3.60042 -6.34867 -0.009
C 4.19441 2.19549 -5.01542 -0.443
C 3.36189 2.52028 -3.82703 -0.451
Br 3.36952 1.01333 -2.58921 -0.018
H 5.25574 2.20700 -4.78305 0.226
H 3.95282 1.24094 -5.46955 0.230
H 2.32043 2.71659 -4.06720 0.231
H 3.72195 3.39722 -3.29512 0.227
Br -6.71996 -1.15193 2.92658 -0.014
C -4.79151 -1.15248 3.15201 -0.448
C -4.17431 -1.94754 2.05252 -0.447
Br -2.24942 -1.94794 2.32374 -0.013
H -4.57251 -1.57336 4.12669 0.232
H -4.47442 -0.11377 3.12772 0.226
H -4.37989 -1.60329 1.04505 0.237
H -4.46791 -2.99369 2.11290 0.226
Br -3.17056 2.78067 6.15623 0.019
C -4.22899 3.05606 4.57378 -0.470
C -3.45569 3.21395 3.29341 -0.449
Br -2.13725 1.81835 2.99259 -0.010
H -4.82704 3.95088 4.73568 0.235
H -4.91170 2.21181 4.50852 0.222
H -2.89764 4.14300 3.22451 0.229
H -4.13476 3.16995 2.44478 0.231
Br 3.24845 -2.08263 -0.99546 -0.003
C 4.79395 -2.42802 -2.10039 -0.456
C 6.06084 -2.39059 -1.29629 -0.450
Br 6.26044 -3.97306 -0.18889 -0.008
H 4.81024 -1.64427 -2.85561 0.233
H 4.65562 -3.39055 -2.58195 0.233
H 6.10829 -1.53579 -0.62921 0.232
H 6.92803 -2.36250 -1.95334 0.229
Br 1.34218 -0.20862 1.66057 -0.025
C 0.68513 0.32443 -0.11655 -0.436
C -0.77434 0.03369 -0.20069 -0.454
Br -1.41029 0.56960 -1.95905 -0.020
H 1.30738 -0.18221 -0.84431 0.238
H 0.85105 1.39604 -0.16002 0.225
H -1.30280 0.60722 0.55466 0.238
H -1.04744 -1.00862 -0.09078 0.231
```

DFT total energy, hartree: -36779.610235
Maximum force, eV/Å: 0.8
Relative energy (zero: lowest compared OMol25 entry of this formula, charge and spin), kcal/mol: 0.00
Net charge: 0
SMILES: CC(C)=O.BrCCBr.BrCCBr.BrCCBr.BrCCBr.BrCCBr.BrCCBr.BrCCBr
HOMO, eV: -9.63